# 1
Below is C44H41N2O4OsP2S2 as an isolated structure at a distorted geometry, with properties calculated with ωB97M-V/def2-TZVPD.

```
96
C44H41N2O4OsP2S2, DFT ωB97M-V/def2-TZVPD
Os -0.015 -0.038 0.119
S -0.641 0.798 2.308
C -2.074 1.711 2.255
N -2.713 2.133 3.300
C -3.995 2.847 3.135
C -3.920 3.727 1.921
N -3.501 2.925 0.751
C -4.145 3.296 -0.543
C -5.605 2.934 -0.516
C -6.000 1.598 -0.465
C -7.347 1.276 -0.428
C -8.303 2.286 -0.453
C -7.914 3.614 -0.511
C -6.563 3.940 -0.540
C -2.647 1.965 0.903
S -2.137 0.936 -0.357
C -2.238 1.949 4.700
C -1.871 3.281 5.296
C -2.631 3.809 6.332
C -2.303 5.045 6.875
C -1.221 5.753 6.376
C -0.458 5.227 5.339
C -0.779 3.992 4.802
H -4.151 3.449 4.027
H -4.793 2.105 3.056
H -3.199 4.538 2.046
H -4.899 4.146 1.694
H -3.592 2.806 -1.341
H -4.010 4.375 -0.634
H -5.261 0.802 -0.473
H -7.655 0.240 -0.400
H -9.354 2.031 -0.437
H -8.657 4.399 -0.542
H -6.261 4.980 -0.599
H -1.406 1.248 4.682
H -3.067 1.490 5.239
H -3.472 3.252 6.731
H -2.890 5.450 7.688
H -0.962 6.713 6.801
H 0.393 5.778 4.962
H -0.167 3.577 4.006
O 0.716 -1.171 1.584
P 1.699 -2.355 1.858
C 1.784 -3.357 0.361
P 2.172 -2.337 -1.091
O 1.574 -0.937 -0.800
C 3.919 -2.108 -1.245
C 4.512 -0.886 -0.927
C 5.886 -0.749 -1.038
C 6.660 -1.827 -1.449
C 6.068 -3.045 -1.765
C 4.694 -3.188 -1.674
C 1.491 -3.138 -2.510
C 1.392 -2.411 -3.701
C 0.931 -3.031 -4.847
C 0.577 -4.376 -4.816
C 0.683 -5.104 -3.641
C 1.134 -4.489 -2.484
C 3.303 -1.725 2.243
C 3.416 -0.449 2.798
C 4.664 0.025 3.167
C 5.789 -0.772 2.995
C 5.677 -2.043 2.447
C 4.437 -2.523 2.065
C 1.001 -3.340 3.149
C 1.767 -4.409 3.625
C 1.259 -5.225 4.620
C -0.005 -4.975 5.142
C -0.763 -3.912 4.672
C -0.266 -3.091 3.672
H 0.789 -3.797 0.244
H 2.504 -4.170 0.480
H 3.905 -0.052 -0.598
H 6.355 0.197 -0.806
H 7.733 -1.715 -1.537
H 6.676 -3.874 -2.100
H 4.233 -4.129 -1.956
H 1.693 -1.371 -3.737
H 0.855 -2.473 -5.771
H 0.224 -4.859 -5.717
H 0.415 -6.152 -3.624
H 1.218 -5.074 -1.577
H 2.540 0.171 2.939
H 4.761 1.013 3.596
H 6.761 -0.400 3.293
H 6.557 -2.658 2.312
H 4.370 -3.510 1.624
H 2.764 -4.599 3.242
H 1.850 -6.050 4.994
H -0.397 -5.614 5.922
H -1.745 -3.726 5.086
H -0.858 -2.262 3.303
O 0.897 1.556 -0.710
C 0.566 1.225 -1.892
O -0.242 0.269 -1.925
H 0.928 1.744 -2.779
```

Calculated values
Kohn-Sham gap: 6.2942 eV
net charge: +3
2S+1: 1
E_LUMO: -9.348 eV
HOMO level: -15.64 eV

Mulliken atomic charge list, values in e, 5 entries: 1.779 -0.211 0.475 0.077 -0.710



# 2
Below is C44H41N5O5Ti as an isolated structure, with properties calculated with ωB97M-V/def2-TZVPD.

```
96
C44H41N5O5Ti, DFT ωB97M-V/def2-TZVPD
Ti -1.440 -0.911 0.464
O -1.830 -4.165 -2.268
C -1.781 -3.043 -1.753
N -2.271 -2.623 -0.580
C -3.164 -3.433 0.133
C -3.951 -4.446 -0.416
C -4.859 -5.132 0.374
C -4.983 -4.827 1.720
C -4.203 -3.829 2.283
C -3.295 -3.120 1.496
N -2.474 -2.057 1.942
C -2.255 -1.858 3.246
O -2.685 -2.466 4.231
C -1.322 -0.699 3.509
C -1.036 -0.319 4.813
C -0.194 0.757 5.023
C 0.337 1.419 3.924
C 0.012 0.970 2.659
N -0.797 -0.072 2.455
C -1.124 -1.938 -2.540
C -0.326 -2.214 -3.645
C 0.178 -1.150 -4.368
C -0.149 0.145 -3.981
C -0.938 0.316 -2.859
N -1.401 -0.705 -2.142
H -3.842 -4.686 -1.462
H -5.469 -5.911 -0.070
H -5.690 -5.364 2.341
H -4.296 -3.584 3.328
H -1.491 -0.883 5.614
H 0.045 1.080 6.029
H 0.995 2.270 4.039
H 0.408 1.445 1.772
H -0.138 -3.245 -3.907
H 0.813 -1.321 -5.228
H 0.214 1.007 -4.525
H -1.189 1.308 -2.499
C -2.888 0.722 0.199
C -4.214 0.068 0.140
C -4.715 -0.450 -1.062
C -5.905 -1.158 -1.104
C -6.645 -1.368 0.052
C -6.172 -0.851 1.251
C -4.982 -0.144 1.292
H -2.838 1.432 1.035
H -2.673 1.250 -0.734
H -4.129 -0.320 -1.966
H -6.250 -1.565 -2.048
H -7.563 -1.941 0.023
H -6.726 -1.016 2.168
H -4.613 0.230 2.242
C 7.139 5.329 -0.462
C 6.406 4.468 -1.456
C 6.909 4.326 -2.744
C 6.264 3.527 -3.675
C 5.088 2.888 -3.327
C 4.562 3.025 -2.046
N 3.370 2.336 -1.738
C 2.204 2.931 -1.331
C 2.019 4.318 -1.457
C 0.833 4.914 -1.076
C -0.212 4.156 -0.561
C -0.040 2.789 -0.441
C 1.142 2.152 -0.813
C 1.247 0.654 -0.662
O 2.295 0.069 -0.978
O 0.209 0.055 -0.232
C 5.234 3.797 -1.087
C 4.717 3.886 0.321
H 7.962 5.856 -0.943
H 7.554 4.733 0.354
H 6.477 6.071 -0.010
H 7.820 4.846 -3.016
H 6.669 3.417 -4.673
H 4.547 2.281 -4.042
H 3.358 1.319 -1.637
H 2.818 4.918 -1.875
H 0.722 5.986 -1.192
H -1.144 4.618 -0.265
H -0.844 2.175 -0.057
H 4.111 4.783 0.472
H 5.537 3.915 1.038
H 4.085 3.030 0.553
C 2.178 -3.444 2.073
C 1.190 -4.553 1.657
C 0.275 -3.859 0.654
O 0.250 -2.500 1.095
C 1.602 -2.174 1.431
H 3.188 -3.634 1.709
H 2.228 -3.353 3.158
H 0.605 -4.888 2.513
H 1.683 -5.422 1.222
H -0.743 -4.238 0.646
H 0.682 -3.901 -0.364
H 1.574 -1.317 2.103
H 2.136 -1.885 0.524
```

Calculated values
Kohn-Sham gap (alpha / beta): 6.6412 / 6.6819 eV
net charge: -1
2S+1: 2
⟨S²⟩: 0.7537
E_LUMO (alpha / beta): 2.247 / 2.247 eV
HOMO level (alpha / beta): -4.39 / -4.44 eV

Mulliken atomic charge list, values in e, 5 entries: 0.581 -0.809 -0.415 1.428 -0.678



# 3
Below is C44H41N7O6PSTi as an isolated structure, with properties calculated with ωB97M-V/def2-TZVPD.

```
101
C44H41N7O6PSTi, DFT ωB97M-V/def2-TZVPD
Ti -0.904 0.305 -1.356
C 0.348 -2.925 3.680
C 0.005 -1.812 4.631
C 0.296 -1.977 5.983
C 0.004 -0.994 6.914
C -0.599 0.180 6.493
C -0.895 0.353 5.149
C -0.600 -0.622 4.195
P -0.830 -0.367 2.383
C -0.770 1.483 2.306
C -2.013 2.153 2.823
C -2.229 3.464 2.920
C -1.293 4.525 2.543
C -0.090 4.355 1.998
C 0.619 3.067 1.647
C 1.933 3.442 0.983
C -2.546 -0.924 2.091
C -3.102 -1.847 2.979
C -4.230 -2.589 2.656
C -4.825 -2.398 1.418
C -4.311 -1.448 0.550
C -3.183 -0.678 0.854
C -2.737 0.354 -0.118
H 0.951 -3.684 4.180
H 0.901 -2.551 2.816
H -0.556 -3.417 3.309
H 0.773 -2.896 6.303
H 0.249 -1.145 7.957
H -0.835 0.964 7.201
H -1.358 1.281 4.844
H -2.830 1.494 3.103
H -3.197 3.785 3.289
H -1.631 5.542 2.696
H 0.463 5.254 1.748
H 1.733 4.138 0.165
H 2.492 2.604 0.581
H 2.568 3.967 1.704
H -2.632 -2.001 3.944
H -4.633 -3.300 3.366
H -5.700 -2.970 1.132
H -4.796 -1.273 -0.404
H -2.706 1.334 0.366
H -3.475 0.443 -0.924
O 5.948 -1.471 -1.139
C 5.045 -2.158 -1.995
C 3.695 -1.500 -1.937
C 2.865 -1.507 -3.056
C 1.606 -0.953 -2.950
N 1.179 -0.383 -1.828
C 1.981 -0.319 -0.747
C 3.250 -0.906 -0.773
C 1.425 0.438 0.368
C 2.070 0.416 1.639
C 1.730 1.087 2.771
C 2.557 0.905 4.007
O 3.228 2.111 4.390
C 0.598 2.063 2.851
C -0.338 2.082 0.924
N 0.275 1.101 0.055
H 6.826 -1.836 -1.278
H 4.942 -3.202 -1.670
H 5.400 -2.164 -3.029
H 3.187 -1.930 -3.998
H 0.903 -0.952 -3.775
H 3.905 -0.854 0.082
H 2.931 -0.238 1.713
H 3.280 0.096 3.854
H 1.928 0.643 4.862
H 3.628 2.469 3.589
H 0.553 2.517 3.841
H -1.135 2.574 0.373
N -0.639 -3.632 0.411
C -0.777 -2.904 -0.726
N -0.720 -3.522 -1.921
O -0.894 -1.675 -0.630
H -0.789 -4.624 0.416
H -0.805 -3.114 1.260
H -0.820 -4.522 -1.961
H -1.034 -2.957 -2.721
O 0.320 0.927 -9.581
C -0.265 -0.238 -9.198
O -0.431 -1.106 -10.015
C -0.670 -0.347 -7.769
C -1.485 -1.418 -7.405
C -1.889 -1.578 -6.096
C -1.491 -0.683 -5.089
S -2.033 -0.987 -3.447
C -0.676 0.389 -5.464
C -0.273 0.547 -6.779
H 0.311 1.547 -8.843
H -1.793 -2.119 -8.170
H -2.528 -2.410 -5.827
H -0.360 1.098 -4.711
H 0.384 1.385 -6.992
O -1.657 1.895 -1.949
N -0.458 1.801 -2.624
C 0.331 2.897 -2.535
C -0.092 4.110 -1.946
N -0.432 5.106 -1.468
C 1.654 2.749 -3.025
N 2.722 2.584 -3.434
```

Calculated values
Kohn-Sham gap (alpha / beta): 5.8191 / 6.7904 eV
net charge: -1
2S+1: 3
⟨S²⟩: 2.0362
E_LUMO (alpha / beta): 1.929 / 1.526 eV
HOMO level (alpha / beta): -3.89 / -5.26 eV

Mulliken atomic charge list, values in e, 5 entries: -0.807 -1.186 1.251 -0.921 -0.786



# 4
Below is C44H41N7O6PSTi as an isolated structure at a distorted geometry, with properties calculated with ωB97M-V/def2-TZVPD.

```
101
C44H41N7O6PSTi, DFT ωB97M-V/def2-TZVPD
Ti 1.350 -0.191 0.380
C -0.747 1.027 -3.658
C -2.105 1.170 -3.046
C -3.216 1.207 -3.885
C -4.502 1.345 -3.391
C -4.694 1.427 -2.024
C -3.602 1.396 -1.170
C -2.295 1.288 -1.651
P -0.837 1.323 -0.501
C -1.789 1.819 1.031
C -2.332 0.682 1.648
C -3.160 0.757 2.751
C -3.453 1.996 3.294
C -2.891 3.123 2.728
C -2.062 3.073 1.604
C -1.535 4.394 1.113
C 0.008 2.826 -1.123
C -0.618 3.876 -1.791
C 0.083 5.025 -2.106
C 1.417 5.136 -1.728
C 2.060 4.066 -1.132
C 1.394 2.858 -0.882
C 2.143 1.631 -0.486
H -0.817 0.672 -4.687
H -0.141 0.320 -3.092
H -0.218 1.981 -3.664
H -3.063 1.128 -4.956
H -5.346 1.396 -4.068
H -5.691 1.530 -1.613
H -3.781 1.464 -0.107
H -2.090 -0.289 1.234
H -3.564 -0.148 3.189
H -4.097 2.081 4.161
H -3.088 4.091 3.176
H -1.726 5.169 1.856
H -2.032 4.691 0.191
H -0.465 4.359 0.919
H -1.667 3.801 -2.054
H -0.409 5.839 -2.624
H 1.963 6.049 -1.933
H 3.115 4.137 -0.893
H 3.109 1.925 -0.059
H 2.381 1.116 -1.431
O -1.146 1.015 6.762
C -0.504 2.030 6.008
C -0.032 1.492 4.693
C 0.484 2.392 3.727
C 0.833 1.906 2.503
N 0.739 0.610 2.151
C 0.356 -0.296 3.123
C -0.075 0.166 4.387
C 0.449 -1.672 2.787
C 0.244 -2.743 3.687
C 0.482 -4.034 3.293
C 0.346 -5.172 4.271
O 1.194 -5.032 5.407
C 0.940 -4.268 1.978
C 1.102 -3.191 1.137
N 0.848 -1.936 1.503
H -1.414 1.381 7.607
H 0.360 2.434 6.552
H -1.196 2.863 5.818
H 0.580 3.447 3.947
H 1.192 2.581 1.736
H -0.452 -0.541 5.112
H -0.062 -2.545 4.706
H 0.551 -6.121 3.762
H -0.669 -5.213 4.671
H 2.051 -4.717 5.102
H 1.181 -5.267 1.642
H 1.462 -3.324 0.123
N -1.177 -3.319 -1.513
C -1.700 -2.391 -0.695
N -3.008 -2.585 -0.312
O -1.066 -1.434 -0.227
H -1.751 -4.011 -1.958
H -0.279 -3.032 -1.934
H -3.609 -3.160 -0.874
H -3.441 -1.819 0.175
O 2.254 -4.573 -8.285
C 3.153 -4.374 -7.280
O 4.257 -4.833 -7.408
C 2.696 -3.606 -6.107
C 3.649 -3.243 -5.147
C 3.298 -2.557 -4.007
C 1.959 -2.207 -3.760
S 1.473 -1.372 -2.326
C 1.003 -2.571 -4.726
C 1.365 -3.247 -5.871
H 1.430 -4.119 -8.089
H 4.680 -3.517 -5.330
H 4.042 -2.285 -3.270
H -0.035 -2.311 -4.553
H 0.575 -3.506 -6.571
O 2.986 -0.957 0.109
N 2.970 -0.455 1.350
C 4.054 0.178 1.848
C 5.289 0.215 1.168
N 6.293 0.230 0.597
C 3.942 0.775 3.122
N 3.867 1.277 4.159
```

Calculated values
Kohn-Sham gap (alpha / beta): 5.0513 / 6.8495 eV
net charge: -1
2S+1: 3
⟨S²⟩: 2.0309
E_LUMO (alpha / beta): 2.022 / 1.986 eV
HOMO level (alpha / beta): -3.03 / -4.86 eV

Mulliken atomic charge list, values in e, 5 entries: -0.654 -1.162 0.893 -0.695 -0.765



# 5
Below is C44H41NO2P2RhS2 as an isolated structure at a distorted geometry, with properties calculated with ωB97M-V/def2-TZVPD.

```
93
C44H41NO2P2RhS2, DFT ωB97M-V/def2-TZVPD
Rh -0.553 -0.617 0.168
O -2.832 0.754 2.427
S -1.541 1.083 1.817
C -1.756 2.672 1.013
C -2.233 3.772 1.708
C -2.546 4.924 1.004
C -2.439 4.948 -0.381
C -1.987 3.833 -1.067
C -1.614 2.689 -0.364
P -1.070 1.224 -1.291
C 0.216 1.776 -2.424
C 0.942 2.946 -2.194
C 1.867 3.376 -3.131
C 2.088 2.637 -4.286
C 1.410 1.440 -4.489
C 0.492 0.996 -3.554
C -2.555 0.864 -2.263
C -3.655 0.373 -1.548
C -4.854 0.151 -2.197
C -4.961 0.400 -3.561
C -3.875 0.894 -4.269
C -2.667 1.123 -3.629
C -0.374 1.370 3.137
C -0.749 2.128 4.235
C 0.189 2.392 5.219
C 1.481 1.897 5.090
C 1.824 1.095 4.013
C 0.882 0.791 3.033
P 1.264 -0.441 1.737
C 1.588 -2.011 2.581
C 0.801 -3.114 2.243
C 1.011 -4.337 2.856
C 2.000 -4.466 3.820
C 2.798 -3.377 4.147
C 2.606 -2.155 3.526
C 2.857 0.149 1.116
C 3.979 -0.676 1.054
C 5.208 -0.139 0.698
C 5.310 1.205 0.363
C 4.179 2.014 0.362
C 2.953 1.487 0.722
H -2.381 3.732 2.777
H -2.894 5.795 1.542
H -2.727 5.835 -0.929
H -1.942 3.838 -2.149
H 0.751 3.541 -1.310
H 2.405 4.300 -2.972
H 2.782 2.992 -5.036
H 1.589 0.856 -5.382
H -0.037 0.067 -3.716
H -3.564 0.177 -0.484
H -5.710 -0.215 -1.645
H -5.894 0.211 -4.073
H -3.967 1.110 -5.325
H -1.832 1.513 -4.193
H -1.766 2.482 4.332
H -0.091 2.984 6.079
H 2.220 2.116 5.848
H 2.830 0.709 3.939
H 0.027 -3.003 1.490
H 0.408 -5.194 2.586
H 2.155 -5.415 4.315
H 3.583 -3.482 4.883
H 3.264 -1.335 3.769
H 3.900 -1.727 1.298
H 6.086 -0.771 0.688
H 6.270 1.618 0.086
H 4.260 3.057 0.086
H 2.060 2.105 0.702
O -2.085 -1.674 1.785
C -2.808 -2.819 1.371
C -2.618 -3.060 -0.104
C -3.346 -4.059 -0.740
C -3.202 -4.246 -2.101
C -2.332 -3.423 -2.806
C -1.623 -2.471 -2.107
N -1.752 -2.295 -0.779
H -2.677 -1.055 2.248
H -3.875 -2.703 1.571
H -2.460 -3.690 1.936
H -4.019 -4.673 -0.156
H -3.763 -5.019 -2.609
H -2.205 -3.518 -3.875
H -0.921 -1.829 -2.620
C 3.093 -0.782 -2.190
S 1.447 -1.353 -1.726
C 1.812 -3.069 -1.280
H 3.362 -1.286 -3.118
H 3.817 -1.016 -1.413
H 3.049 0.293 -2.350
H 2.726 -3.111 -0.691
H 1.930 -3.657 -2.187
H 0.976 -3.452 -0.700
```

Calculated values
Kohn-Sham gap (alpha / beta): 6.3335 / 6.3349 eV
net charge: +3
2S+1: 1
E_LUMO (alpha / beta): -10.130 / -10.128 eV
HOMO level (alpha / beta): -16.46 / -16.46 eV

Mulliken atomic charge list, values in e, 5 entries: 1.023 -0.991 1.872 0.463 -0.646